Below is a cluster of 6 separate species, C42H96N2O18S5 in total at a distorted geometry, with properties calculated with ωB97M-V/def2-TZVPD.

```
163
Properties=species:S:1:pos:R:3:forces:R:3
C -0.664 -2.170 7.861 -1.261 -0.135 0.501
C -2.219 -2.598 7.480 0.228 -0.080 -1.229
C -2.654 -1.870 6.064 -0.989 0.653 1.123
C -3.191 -0.346 6.473 -0.095 0.099 -1.643
C -3.417 0.543 5.098 -0.210 -0.600 0.645
C -1.970 0.972 4.454 -0.676 -0.184 0.431
C -2.017 2.500 3.846 0.587 -0.008 0.237
C -1.628 2.616 2.255 -1.061 0.570 0.056
C -2.953 2.260 1.304 1.205 0.106 -0.522
C -3.012 0.673 0.884 -0.929 0.165 0.039
C -4.528 0.028 1.136 0.304 -0.919 0.526
C -4.437 -1.439 1.932 -1.092 0.351 -1.026
C -4.336 -2.638 0.807 0.892 -0.946 0.234
C -2.734 -2.991 0.552 -0.168 0.753 -0.712
C -2.342 -3.052 -1.062 1.208 -0.501 0.873
C -0.695 -3.304 -1.114 -1.407 0.638 0.619
N -0.076 -2.922 -2.446 1.115 -0.746 1.570
C 1.420 -3.251 -2.360 0.741 -0.666 -1.816
C 1.781 -4.281 -3.628 0.531 0.156 1.034
C 1.459 -5.865 -3.264 0.618 0.452 -1.640
N 0.877 -6.465 -4.557 0.444 0.504 0.470
C 2.384 -1.943 -2.562 -0.857 0.167 -0.972
O 2.706 -1.194 -1.343 0.846 -1.714 -0.324
C 3.356 -2.005 -0.312 -0.091 -0.791 1.573
C 4.483 -3.067 -0.838 0.130 0.166 -0.186
C 5.689 -2.423 -1.742 6.369 -2.533 -1.234
O 6.877 -3.066 -1.882 -7.913 3.892 0.982
O 5.600 -1.115 -2.469 -0.780 -3.771 -0.078
C 3.925 -1.032 0.924 -1.666 1.351 -0.538
C 2.573 -0.333 1.619 -0.061 0.604 -0.207
C 4.846 0.218 0.394 0.367 0.961 0.920
C 6.479 -0.034 0.549 -0.280 -0.779 -1.284
H 0.064 -2.364 6.959 -1.446 0.279 1.899
H -0.683 -1.006 8.114 0.293 -2.601 -0.449
H -0.381 -2.813 8.825 -0.228 1.626 -2.153
H -2.970 -2.256 8.328 1.623 -0.762 -1.728
H -2.334 -3.761 7.299 0.436 2.301 0.667
H -3.562 -2.427 5.558 1.787 1.013 1.045
H -1.787 -1.855 5.278 -1.476 0.110 1.639
H -4.250 -0.413 6.995 2.367 -0.034 -0.751
H -2.398 0.236 7.123 -1.702 -1.292 -1.047
H -4.075 1.472 5.380 1.402 -1.559 -0.596
H -4.075 -0.119 4.364 1.464 1.465 1.381
H -1.176 0.906 5.341 -1.599 0.138 -2.046
H -1.698 0.162 3.642 -0.318 1.759 1.550
H -3.099 2.958 4.048 2.398 -0.945 -0.606
H -1.243 3.142 4.472 -1.629 -1.216 -1.338
H -0.690 1.946 1.964 -2.035 1.394 0.658
H -1.379 3.747 2.038 -0.260 -2.277 0.487
H -2.813 2.891 0.317 -0.465 -1.193 1.917
H -3.935 2.620 1.835 1.917 -0.777 -0.971
H -2.775 0.544 -0.257 -0.238 0.294 2.232
H -2.203 0.093 1.501 -1.622 1.025 -1.178
H -5.047 -0.193 0.095 0.918 0.745 2.253
H -5.203 0.722 1.810 1.460 -1.129 -1.570
H -5.436 -1.609 2.553 2.186 0.449 -1.192
H -3.516 -1.384 2.654 -1.784 -0.474 -1.364
H -4.914 -3.626 1.143 1.298 2.277 -0.579
H -4.788 -2.344 -0.239 0.756 -0.242 2.197
H -2.405 -3.979 1.093 -0.649 1.821 -1.074
H -2.107 -2.107 1.014 -1.139 -1.814 -0.884
H -2.593 -2.039 -1.616 0.303 -2.095 1.187
H -2.859 -3.981 -1.567 0.863 2.064 0.824
H -0.555 -4.456 -0.849 0.078 2.542 -0.767
H -0.203 -2.622 -0.282 -0.972 -1.540 -1.221
H -0.228 -1.910 -2.659 0.246 -1.187 0.603
H 1.610 -3.878 -1.393 -0.167 1.517 -1.618
H 1.186 -3.899 -4.561 0.999 -0.966 1.806
H 2.928 -4.250 -3.916 -2.222 0.131 0.630
H 2.474 -6.467 -3.087 -2.225 1.452 -0.107
H 0.764 -6.009 -2.333 1.134 0.330 -1.953
H 1.643 -6.505 -5.276 -1.029 0.219 1.054
H 0.161 -5.808 -4.951 0.962 -0.778 0.632
H 3.336 -2.221 -3.227 -1.845 0.496 1.795
H 1.765 -1.189 -3.252 1.303 -1.489 1.599
H 2.496 -2.655 0.200 1.898 1.113 -1.023
H 3.983 -3.950 -1.467 1.176 2.079 1.085
H 4.976 -3.605 0.097 -0.875 1.356 -2.061
H 5.620 -1.401 -3.446 0.314 0.621 2.071
H 4.438 -1.638 1.783 -0.777 0.872 -1.971
H 1.661 -1.078 1.678 1.896 1.400 0.054
H 2.842 0.096 2.691 -0.556 -1.107 -2.165
H 2.207 0.615 0.993 0.879 -2.185 1.138
H 4.543 0.597 -0.694 0.632 -1.173 2.414
H 4.606 1.136 1.118 0.373 -1.950 -1.581
H 6.656 -1.212 0.618 -0.156 2.574 0.110
H 6.953 0.527 1.471 -1.025 -1.261 -1.947
H 7.005 0.286 -0.473 -0.987 -0.529 2.434
O -4.281 -5.440 4.431 -0.917 -0.133 -0.680
S -5.180 -6.068 3.487 -0.222 -0.372 0.077
O -5.975 -5.299 2.554 0.702 -0.348 0.948
O -6.161 -7.093 4.290 1.094 0.183 -0.936
C -6.917 -6.595 5.383 -0.771 0.515 0.816
C -8.113 -5.789 4.910 -0.074 0.275 -0.193
C -4.276 -7.293 2.573 -0.094 -0.164 0.067
H -6.286 -6.007 6.058 0.066 -0.068 -0.189
H -7.272 -7.463 5.950 0.302 -0.032 -0.295
H -7.796 -4.865 4.418 -0.035 -0.100 0.078
H -8.756 -5.519 5.752 0.103 -0.104 -0.052
H -8.700 -6.358 4.182 0.068 0.016 0.166
H -3.709 -7.910 3.272 -0.124 0.125 -0.057
H -3.597 -6.773 1.894 -0.159 0.087 0.154
H -4.982 -7.899 2.001 0.065 0.136 0.114
O 1.389 2.902 -3.423 0.960 0.182 0.555
S 2.811 2.890 -3.159 0.388 0.234 -0.289
O 3.343 2.846 -1.813 -0.757 0.108 -0.862
O 3.510 4.127 -3.958 -0.203 -1.537 0.130
C 3.015 5.440 -3.746 -0.315 1.194 0.408
C 3.487 6.004 -2.418 -0.038 -0.063 0.273
C 3.550 1.574 -4.094 0.094 0.088 -0.137
H 1.922 5.461 -3.818 0.110 -0.176 0.002
H 3.403 6.065 -4.559 0.017 -0.424 -0.022
H 3.045 5.460 -1.579 0.023 0.142 -0.104
H 3.206 7.057 -2.323 0.015 -0.148 -0.031
H 4.574 5.916 -2.325 -0.130 0.060 -0.090
H 3.192 1.626 -5.123 0.022 0.074 0.161
H 3.249 0.627 -3.639 -0.016 0.215 0.133
H 4.636 1.677 -4.052 -0.170 0.037 0.056
O 2.594 -4.964 -7.110 0.032 0.836 -0.640
S 3.137 -4.053 -8.095 0.137 -0.004 -0.622
O 2.792 -2.647 -8.116 0.021 -1.233 0.318
O 2.894 -4.673 -9.582 0.962 0.362 1.137
C 1.573 -5.028 -9.965 -1.214 -0.125 -0.373
C 0.750 -3.804 -10.319 -0.104 0.297 0.139
C 4.907 -4.194 -8.080 0.019 -0.091 -0.170
H 1.087 -5.619 -9.181 0.186 0.092 0.022
H 1.657 -5.672 -10.848 0.336 0.093 0.249
H 0.569 -3.183 -9.437 0.001 -0.087 -0.101
H -0.221 -4.096 -10.731 0.152 -0.044 0.021
H 1.275 -3.182 -11.050 -0.076 -0.160 0.044
H 5.179 -5.250 -8.112 -0.100 0.151 -0.008
H 5.273 -3.739 -7.157 -0.212 -0.037 -0.092
H 5.311 -3.660 -8.943 -0.133 -0.070 0.123
O 2.910 7.116 0.812 -0.740 -0.477 0.869
S 2.407 6.296 1.893 0.394 0.087 0.307
O 1.003 5.968 2.020 0.971 0.428 -0.267
O 2.932 6.906 3.310 0.017 -1.084 -0.982
C 2.666 8.269 3.605 -0.431 1.154 0.295
C 1.223 8.474 4.028 -0.322 -0.065 -0.134
C 3.339 4.786 1.940 0.042 0.016 0.170
H 2.923 8.909 2.754 -0.017 -0.216 -0.016
H 3.325 8.554 4.432 0.065 -0.363 -0.214
H 0.538 8.287 3.197 0.080 0.071 0.076
H 1.062 9.500 4.373 0.098 -0.114 -0.025
H 0.953 7.782 4.832 0.109 0.130 -0.047
H 4.403 5.025 1.892 -0.184 0.035 0.009
H 3.050 4.184 1.075 -0.056 0.174 0.020
H 3.100 4.251 2.861 -0.009 0.129 -0.123
O -2.506 8.209 0.961 0.757 0.148 -0.757
S -1.592 7.781 -0.076 0.179 -0.463 -0.255
O -0.257 8.328 -0.200 -1.227 -0.078 0.301
O -2.340 7.893 -1.520 0.418 -0.688 0.879
C -2.911 9.138 -1.896 -0.268 1.018 -0.328
C -1.848 10.123 -2.347 0.283 0.174 0.116
C -1.468 6.011 -0.026 -0.160 -0.034 -0.130
H -3.514 9.551 -1.080 0.125 -0.160 0.025
H -3.592 8.939 -2.731 0.150 -0.299 0.230
H -1.204 10.415 -1.513 -0.090 -0.034 -0.094
H -2.308 11.029 -2.752 -0.024 -0.142 0.015
H -1.206 9.677 -3.112 -0.161 0.047 0.056
H -2.472 5.586 0.019 0.087 0.140 -0.061
H -0.904 5.738 0.868 -0.020 0.277 -0.145
H -0.939 5.668 -0.918 -0.061 0.108 0.114
```
Positions in Å, forces in eV/Å.

Output
Structure (SMILES): CCCCCCCCCCCCCCCCN[C@@H](CCN)CO[C@@H](CC(=O)O)[C@H](C)CC.CCOS(C)(=O)=O.CCOS(C)(=O)=O.CCOS(C)(=O)=O.CCOS(C)(=O)=O.CCOS(C)(=O)=O
Highest occupied orbital energy, eV: -8.63
Kohn-Sham gap, eV: 8.604

Atomic partial charges in e from the Löwdin method, atoms 1 to 99: -0.149 -0.269 -0.219 -0.221 -0.224 -0.201 -0.206 -0.197 -0.196 -0.195 -0.184 -0.213 -0.193 -0.205 -0.180 -0.241 -0.061 -0.296 -0.154 -0.243 -0.068 -0.158 -0.164 -0.280 -0.033 -0.249 -0.039 -0.051 -0.256 -0.112 -0.216 -0.127 0.076 0.074 0.080 0.111 0.104 0.109 0.107 0.117 0.103 0.104 0.095 0.115 0.093 0.112 0.110 0.119 0.088 0.098 0.106 0.108 0.076 0.105 0.103 0.115 0.084 0.091 0.104 0.110 0.087 0.113 0.116 0.127 0.117 0.107 0.123 0.114 0.104 0.122 0.103 0.047 0.062 0.117 0.147 0.144 0.134 0.150 0.131 0.144 0.075 0.087 0.092 0.109 0.106 0.075 0.079 0.083 -0.291 0.616 -0.297 -0.266 -0.278 -0.077 -0.117 0.117 0.124 0.070 0.081